ORCA calculation (ωB97M-V/def2-TZVPD) on a 16-piece molecular cluster, C53H99FN2O18S2 overall at a distorted geometry.

```
175
Properties=species:S:1:pos:R:3:forces:R:3:mulliken_charge:R:1
C -0.41228 -6.22771 -4.20282 0.1 0.1 -1.1 -0.536
C 1.11227 -6.71596 -4.64634 -0.3 0.2 0.5 -0.146
C 2.09874 -6.96141 -3.32551 -0.7 -1.1 -0.8 0.082
O 3.28038 -6.05857 -3.32130 -1.5 0.2 1.7 -0.430
C 3.15494 -5.05367 -2.25170 -0.3 0.1 -0.4 -0.574
C 2.03076 -3.96454 -2.73939 -2.5 2.6 -1.1 0.991
C 2.22052 -3.29973 -4.23220 -2.8 1.7 1.6 -0.951
C 1.17561 -2.14288 -4.83304 -0.8 -2.0 3.9 -0.635
C -0.13774 -1.67256 -3.91189 2.2 -2.8 1.1 0.366
C -1.13898 -0.53684 -4.54713 0.5 0.3 -0.6 0.319
C -1.09924 0.91757 -3.75085 -0.1 0.3 0.1 -0.859
F -2.54606 -1.01466 -4.75383 3.3 1.0 0.7 -0.353
C -0.32070 -2.36021 -2.43365 1.8 -0.6 -1.2 0.598
C 0.74097 -3.50012 -1.84024 0.5 1.2 -2.7 0.210
C 0.43332 -4.12764 -0.33577 0.2 -3.4 1.5 -0.166
O 0.63203 -5.39769 0.02585 -0.8 7.5 -2.4 -0.630
C -0.19285 -3.04585 0.76520 -0.5 1.6 1.3 0.347
C 0.28153 -3.13246 2.33345 -3.1 3.2 -0.7 -0.959
C -0.36364 -2.03795 3.40686 -0.9 -0.2 -4.1 0.349
C 0.08495 -2.10089 4.98505 0.7 0.6 -0.3 -0.426
C 1.10922 -0.86719 5.43611 0.0 0.8 0.7 -0.544
C 0.43526 0.61525 5.21849 -0.6 -0.6 -1.5 -0.122
S 1.55225 2.02241 5.86603 -1.3 0.4 -1.1 -0.269
C 1.30129 3.38023 4.54691 0.0 0.1 -1.2 0.180
S 2.21384 3.30877 3.11232 -1.8 0.3 2.8 -0.104
N 0.30569 4.46956 4.87956 -0.9 -1.9 -2.2 0.314
C 0.12913 5.47075 3.75935 0.3 4.0 -3.4 0.152
C 1.06237 6.84575 3.82988 -2.4 -0.5 -3.2 -0.603
C 1.00421 8.00269 2.65480 -2.0 -2.9 -0.1 -0.437
C 0.01192 7.86907 1.33800 0.2 -3.5 3.7 -0.403
C -0.94067 6.49730 1.27571 2.8 1.1 2.7 -0.824
C -0.85571 5.32238 2.45707 2.0 3.0 0.1 0.227
C -1.00729 3.93003 5.40250 -4.2 -1.3 3.2 0.331
C -2.01852 2.89433 4.63107 -0.7 0.4 2.0 0.156
C -3.42246 2.27816 5.22892 2.1 2.7 3.1 -0.346
C -3.87604 2.71701 6.75963 4.0 1.6 -2.0 -0.526
C -2.88961 3.77732 7.57491 0.6 -1.3 -3.1 -0.494
C -1.47508 4.38878 6.94140 -2.5 -2.7 -1.9 -0.682
C -1.41234 -0.93302 2.79716 1.0 -1.5 -1.3 -0.034
C -1.88034 -0.78698 1.23268 2.6 -3.0 0.2 -0.358
N -2.81506 0.25603 0.66088 1.2 -1.4 2.3 0.107
C -4.07545 0.43208 1.47870 -1.7 1.2 -0.1 -0.053
C -5.38273 -0.17411 0.67686 0.5 -0.2 1.0 -0.891
C -1.25118 -1.91448 0.17437 1.3 -0.2 3.3 0.299
C -1.59353 -1.96174 -1.43076 -4.3 0.8 -1.1 -0.078
O -2.83743 -1.71490 -1.85054 7.9 -1.4 2.3 -0.519
H -0.66576 -5.26691 -4.83620 0.4 -1.8 1.4 0.133
H -0.49814 -5.96608 -3.06500 0.1 -0.6 -2.2 -0.018
H -1.18501 -7.05687 -4.53675 1.5 1.7 1.0 0.341
H 1.55367 -5.88948 -5.37966 -0.7 -1.9 1.7 0.101
H 1.03448 -7.74104 -5.21465 0.2 2.1 1.0 0.268
H 2.50024 -8.05652 -3.42465 -0.5 2.2 0.2 -0.232
H 1.47346 -6.91857 -2.32668 1.3 0.3 -1.9 0.235
H 2.90802 -5.61186 -1.25164 0.1 1.4 -1.8 0.279
H 4.18806 -4.51949 -2.12202 -1.9 -1.0 -0.5 0.175
H 3.13763 -3.60438 -4.92974 -2.2 0.6 1.8 0.319
H 1.33644 -1.67522 -5.91185 -0.2 -1.1 2.6 0.083
H -0.72928 -0.30332 -5.64030 -1.0 -0.8 2.4 0.320
H -2.12851 1.18770 -3.22678 2.2 -0.9 -1.1 0.193
H -0.20374 0.98203 -2.96648 -2.1 -0.4 -1.7 0.220
H -0.89532 1.75603 -4.54283 -0.4 -1.6 1.4 0.342
H 1.03840 -3.90800 2.78936 -1.7 1.5 -1.5 0.215
H -0.82426 -2.04507 5.73416 1.7 -0.3 -1.8 0.363
H 0.71087 -3.09418 5.14450 -1.6 2.0 -0.3 -0.035
H 1.33070 -0.96148 6.60018 -0.4 -0.1 -2.5 0.361
H 2.14078 -0.89411 4.87400 -2.1 -0.1 1.0 0.296
H -0.65274 0.70362 5.70059 2.5 -0.2 -1.0 0.233
H 0.39413 0.79079 4.04201 -0.2 -0.3 2.5 0.106
H 1.79992 6.98263 4.72845 -1.6 -0.3 -1.9 0.301
H 1.70713 8.95407 2.80794 -1.8 -2.4 -0.5 0.262
H -0.00175 8.70508 0.49701 -0.1 -2.1 2.0 0.304
H -1.67101 6.41739 0.34689 1.5 -0.1 2.3 0.622
H -1.53122 4.37697 2.31830 1.4 2.1 0.4 0.099
H -1.71320 2.52654 3.53733 -0.6 0.9 2.7 0.343
H -4.11102 1.50454 4.64534 1.9 2.0 1.2 0.206
H -4.85808 2.29177 7.28381 2.5 1.1 -1.4 0.298
H -3.25845 4.05309 8.67512 1.2 -0.5 -2.7 0.295
H -0.82126 5.11810 7.61758 -1.5 -1.8 -1.8 0.389
H -1.86120 -0.15028 3.57885 1.0 -1.9 -1.9 0.211
H -2.34099 1.16916 0.48138 -0.3 -1.3 0.4 0.226
H -4.26052 1.60223 1.59613 0.4 -2.4 -0.1 0.167
H -4.04140 -0.03097 2.55291 0.2 0.8 -2.1 0.096
H -5.43202 0.32516 -0.38473 0.0 -1.2 2.1 0.131
H -5.24139 -1.34584 0.65117 -0.4 2.4 -0.4 0.275
H -6.36421 0.05001 1.31302 2.1 -0.3 -1.5 0.335
C -3.96107 8.43212 0.31262 0.0 0.3 -0.1 -0.512
O -4.00773 7.08682 -0.12588 -0.2 -0.6 -0.5 -0.461
H -3.32779 8.49456 1.20074 -0.1 -0.1 -0.1 0.186
H -3.54034 9.05941 -0.47699 -0.1 0.2 0.2 0.265
H -4.96982 8.77003 0.56260 0.1 0.2 0.1 0.292
H -4.57627 7.06275 -0.91427 0.4 0.0 0.4 0.265
C 4.32278 -0.93592 -1.61788 -0.2 -0.1 -0.1 -0.416
O 4.52687 -0.88877 -3.01803 -0.1 -0.2 -0.4 -0.539
H 5.08203 -0.32226 -1.12731 -0.1 -0.1 -0.2 0.292
H 3.33099 -0.54393 -1.37980 0.0 0.0 0.3 0.198
H 4.41143 -1.96822 -1.27038 0.0 0.0 0.3 0.129
H 3.83906 -1.44191 -3.42589 0.3 0.3 0.1 0.317
C -6.64667 3.26017 -1.64247 0.2 0.1 0.1 -0.455
O -6.68948 3.32001 -0.22866 0.3 0.2 0.4 -0.470
H -7.53700 2.73967 -2.00317 0.1 0.1 0.2 0.236
H -6.62936 4.27360 -2.05071 0.0 -0.1 -0.3 0.251
H -5.75468 2.71338 -1.95810 -0.1 0.0 -0.3 0.165
H -5.88760 3.78675 0.06206 -0.5 -0.2 -0.1 0.275
C -2.96370 11.82536 -2.24083 -0.1 0.2 -0.1 -0.515
O -3.70335 10.62427 -2.36160 -0.6 -0.2 -0.2 -0.480
H -1.96090 11.58997 -1.87657 -0.2 -0.1 -0.1 0.199
H -2.88983 12.30880 -3.21798 0.2 0.2 0.1 0.265
H -3.46041 12.49033 -1.52996 0.2 0.2 0.0 0.257
H -4.58773 10.86468 -2.68635 0.5 -0.2 0.2 0.285
C 4.09073 -10.19057 -5.88181 0.3 0.0 -0.1 -0.737
O 3.45430 -9.01220 -5.42280 0.0 0.5 0.1 -0.312
H 3.45887 -11.05030 -5.64660 0.1 0.2 0.0 0.186
H 4.23337 -10.13114 -6.96353 0.1 -0.3 0.0 0.337
H 5.05594 -10.30289 -5.38182 0.0 -0.2 -0.1 0.335
H 4.03786 -8.26699 -5.64531 -0.4 -0.3 0.2 0.234
C -2.43882 7.97177 7.29502 0.2 0.2 -0.1 -0.167
O -2.48163 8.03160 8.70883 0.4 0.1 0.6 -0.542
H -3.32914 7.45127 6.93432 0.2 0.1 0.1 0.059
H -2.42150 8.98520 6.88678 0.0 -0.2 -0.3 0.281
H -1.54683 7.42497 6.97939 -0.1 0.0 -0.3 0.087
H -1.67974 8.49835 8.99954 -0.5 -0.3 -0.1 0.292
C -2.69515 -5.98560 1.37851 0.1 0.2 0.0 -0.392
O -3.33158 -4.80723 1.83753 0.0 0.5 0.1 -0.535
H -3.32700 -6.84533 1.61373 0.0 0.2 0.0 0.293
H -2.55250 -5.92618 0.29680 0.1 -0.3 0.0 0.169
H -1.72994 -6.09792 1.87851 0.1 -0.2 -0.2 0.188
H -2.74802 -4.06202 1.61502 -0.3 -0.3 0.1 0.289
C 2.29900 -5.67328 6.76169 0.2 0.0 -0.1 -0.517
O 2.75657 -4.39260 7.15511 0.3 0.4 -0.2 -0.479
H 1.43520 -5.94517 7.37294 0.2 0.1 -0.1 0.216
H 2.00489 -5.64891 5.70960 -0.1 -0.3 0.0 0.191
H 3.09445 -6.40742 6.91187 -0.2 -0.2 -0.1 0.274
H 3.52266 -4.17860 6.59592 -0.4 0.0 0.4 0.294
C -5.06857 8.10019 4.32816 -0.1 0.1 0.1 -0.543
O -4.23702 9.04972 4.96941 -0.1 0.5 0.3 -0.494
H -4.47032 7.52821 3.61497 0.0 0.1 0.1 0.127
H -5.49036 7.42148 5.07344 -0.1 -0.2 -0.2 0.307
H -5.87041 8.61748 3.79552 -0.1 -0.2 -0.1 0.295
H -4.79500 9.54157 5.59562 0.4 -0.2 -0.3 0.295
C 3.40328 -1.21465 -8.41799 0.1 0.2 -0.3 -0.532
O 3.36047 -1.15482 -7.00418 0.3 0.1 0.6 -0.385
H 2.51296 -1.73515 -8.77869 0.1 0.0 0.2 0.257
H 3.42060 -0.20122 -8.82623 0.0 -0.2 -0.2 0.196
H 4.29527 -1.76145 -8.73362 -0.1 0.0 -0.2 0.269
H 4.16235 -0.68807 -6.71347 -0.5 -0.2 0.0 0.251
C 5.53656 2.48836 -8.53480 0.0 0.2 0.1 -0.541
O 4.30945 1.89465 -8.91690 -0.6 0.1 0.1 -0.494
H 6.35925 1.91023 -8.96216 -0.2 0.0 0.0 0.230
H 5.57977 3.51301 -8.91191 0.3 0.0 0.1 0.251
H 5.61988 2.48590 -7.44516 0.3 0.1 0.0 0.252
H 3.59872 2.42884 -8.52334 0.3 -0.4 -0.3 0.287
C 1.79854 -12.13457 -7.63680 -0.1 -0.2 0.0 -0.527
O 2.95909 -12.76582 -8.14567 0.2 -0.5 -0.1 -0.507
H 1.96791 -11.05583 -7.60025 0.0 -0.2 -0.1 0.153
H 0.95036 -12.34596 -8.29246 -0.2 0.2 0.1 0.310
H 1.59434 -12.50350 -6.62861 -0.2 0.2 0.1 0.268
H 2.77906 -13.72109 -8.16639 0.2 0.6 0.0 0.300
C 4.51140 -9.73044 -1.70697 -0.1 0.1 -0.2 -0.410
O 3.80234 -10.83709 -2.23312 -0.3 -0.2 -0.4 -0.546
H 5.02898 -10.04060 -0.79614 -0.1 -0.1 -0.2 0.300
H 5.24418 -9.38409 -2.43982 0.1 0.2 0.2 0.211
H 3.81005 -8.92680 -1.46922 0.2 0.2 0.1 0.150
H 3.35368 -10.53169 -3.03985 0.2 -0.2 0.4 0.281
C 0.36639 4.37266 -1.92613 0.0 0.2 0.2 -0.406
O 1.19793 5.32219 -1.28488 -0.1 0.3 0.1 -0.529
H 0.96463 3.80068 -2.63932 0.0 0.1 0.1 0.240
H -0.05540 3.69395 -1.18085 -0.1 -0.2 -0.1 0.119
H -0.43546 4.88994 -2.45877 -0.1 -0.2 -0.1 0.297
H 0.63996 5.81404 -0.65867 0.4 -0.2 -0.1 0.288
C 5.51795 1.81985 6.89840 -0.2 0.0 -0.1 -0.491
O 4.77829 0.61876 6.77763 -0.4 -0.2 -0.1 -0.483
H 6.52075 1.58445 7.26265 -0.2 -0.1 0.0 0.249
H 5.59182 2.30329 5.92125 0.1 0.2 0.1 0.224
H 5.02123 2.48482 7.60927 0.2 0.2 0.0 0.215
H 3.89391 0.85917 6.45288 0.4 -0.1 0.1 0.255
```
Positions in Å, forces in eV/Å.

For the HOMO energy, the calculation gives -8.31 eV.